ORCA calculation (wB97M-V/def2-TZVPD) on 3 unconnected molecules or ions with the total composition C4H12NO in a non-equilibrium geometry.

Cartesian coordinates (Å):
C  2.32995  -0.10041  0.83073
O  -0.61769  0.34489  -0.87641
C  1.07106  0.32515  0.93524
C  0.16346  0.45495  2.11590
C  -0.98465  -0.45629  1.72080
N  -1.06601  -0.19560  -3.70360
H  2.81437  -0.63141  1.63955
H  2.83466  0.12158  -0.11317
H  -0.28190  1.05110  -1.46131
H  0.44452  0.41624  -0.07266
H  0.73636  0.29344  3.03182
H  -0.28168  1.46403  2.15800
H  -0.50262  -1.43374  1.66873
H  -1.87204  -0.44922  2.34954
H  -1.07264  -0.17778  0.65199
H  -1.99202  0.16036  -3.88594
H  -0.89666  -1.01043  -4.26609
H  -0.82645  -0.17686  -2.72314

Force components x, y, z for each atom (eV/Å):
-1.6 1.6 -1.6
2.3 0.8 0.2
3.4 -1.0 4.0
-1.5 1.2 -1.4
1.3 -0.8 -0.3
-0.2 1.0 -0.5
0.0 -0.4 0.0
0.4 -0.2 0.4
-0.1 0.3 -0.1
-2.6 -0.7 -2.5
0.3 0.0 -0.1
0.4 0.1 0.3
-0.7 -0.5 0.2
0.0 0.3 -0.2
-1.7 -0.5 1.3
0.0 0.0 0.1
0.2 -0.4 0.5
0.0 -0.7 -0.2

The charge is +1. The calculation puts the LUMO energy at -9.31 eV. The calculation puts the energy above the lowest of the compared OMol25 structures with the same formula, charge and spin at 8.449 eV. The value obtained for the energy is -289.06435 a.u. For the HOMO energy, the calculation gives -13.201 eV. The orbital gap is 3.89 eV. The calculation puts the molecular weight at 90.1 g mol⁻¹.

Here are the natural (NBO) charges for atoms 1 to 2, given in e:
1. C -0.302
2. O -0.620